1.
Computed, not measured: a single C30H32O5P2 molecule at a distorted geometry, with ωB97M-V/def2-TZVPD.

The HOMO energy comes out at -8.94 eV. The value obtained for the HOMO-LUMO gap is 9.665 eV. The structure (SMILES) is O=P(COCCOCCOCP(=O)(c1ccccc1)c1ccccc1)(c1ccccc1)c1ccccc1. The LUMO energy comes out at 0.72 eV.

```
69
C30H32O5P2 ωB97M-V/def2-TZVPD
O 3.092 2.393 -1.461
P 2.291 1.201 -1.776
C 2.558 0.639 -3.497
C 3.880 0.614 -3.923
C 4.188 0.218 -5.211
C 3.171 -0.146 -6.080
C 1.851 -0.105 -5.662
C 1.540 0.287 -4.371
H 0.510 0.323 -4.046
H 1.060 -0.377 -6.345
H 3.408 -0.453 -7.089
H 5.216 0.197 -5.541
H 4.655 0.926 -3.236
C 0.500 1.421 -1.580
C -0.419 0.378 -1.600
C -1.771 0.664 -1.534
C -2.206 1.975 -1.437
C -1.289 3.012 -1.403
C 0.063 2.736 -1.481
H 0.801 3.524 -1.462
H -1.627 4.035 -1.322
H -3.264 2.185 -1.381
H -2.492 -0.139 -1.557
H -0.092 -0.648 -1.661
C 2.900 -0.172 -0.664
O 2.191 -1.361 -0.519
C 2.212 -2.188 -1.660
C 1.377 -3.427 -1.359
O 0.045 -3.020 -1.170
C -0.810 -4.000 -0.614
H -1.277 -4.585 -1.419
C -1.893 -3.321 0.235
O -1.420 -2.983 1.521
C -0.669 -1.789 1.574
H -0.110 -1.610 0.651
H 0.030 -1.894 2.408
H -2.271 -2.438 -0.287
H -2.712 -4.024 0.401
H -0.241 -4.682 0.030
H 1.761 -3.906 -0.447
H 1.458 -4.138 -2.195
H 1.792 -1.664 -2.528
H 3.246 -2.484 -1.899
H 2.942 0.297 0.325
H 3.940 -0.356 -0.991
P -1.878 -0.413 1.919
O -3.073 -0.442 1.063
C -0.942 1.151 1.846
C 0.441 1.221 1.782
C 1.066 2.456 1.741
C 0.313 3.617 1.781
C -1.069 3.549 1.851
C -1.695 2.317 1.879
H -2.772 2.235 1.920
H -1.656 4.455 1.882
H 0.806 4.577 1.750
H 2.142 2.517 1.673
H 1.024 0.312 1.756
C -2.273 -0.630 3.682
C -1.333 -0.398 4.677
C -1.679 -0.588 6.002
C -2.958 -1.009 6.333
C -3.896 -1.237 5.340
C -3.553 -1.045 4.013
H -4.265 -1.210 3.217
H -4.892 -1.563 5.601
H -3.223 -1.156 7.369
H -0.952 -0.407 6.780
H -0.340 -0.062 4.410
```

2.
Computed, not measured: 9 unconnected molecules or ions with the total composition C46H87N2O18 at a distorted geometry, with ωB97M-V/def2-TZVPD.

The HOMO energy comes out at -10.97 eV. The value obtained for the HOMO-LUMO gap is 6.532 eV. Its total charge is +1. The LUMO energy comes out at -4.44 eV.

```
153
C46H87N2O18 ωB97M-V/def2-TZVPD
C 6.540 -0.434 1.533
C 5.196 -0.441 0.557
O 5.464 -0.021 -0.827
C 4.745 1.228 -1.172
C 5.408 2.440 -0.290
C 7.045 2.501 -0.130
C 7.689 3.747 0.757
N 6.782 4.766 1.429
C 7.343 5.912 2.281
C 8.802 5.586 2.956
N 9.148 4.404 3.589
C 5.249 4.746 1.304
C 4.467 3.583 0.414
C 2.834 3.702 0.322
C 2.007 2.427 0.936
C 1.404 2.692 2.464
C 2.555 2.749 3.629
O 3.857 2.176 3.249
H 7.494 -0.208 0.892
H 6.428 0.384 2.392
H 6.567 -1.481 2.056
H 4.394 0.230 1.108
H 4.740 -1.540 0.546
H 5.012 1.440 -2.316
H 3.581 1.160 -1.073
H 7.779 1.716 -0.635
H 8.864 3.785 0.826
H 7.359 6.905 1.620
H 6.579 6.060 3.162
H 9.616 6.453 2.894
H 8.311 3.751 3.524
H 4.597 5.565 1.837
H 2.511 4.699 0.886
H 2.512 3.799 -0.823
H 1.040 2.297 0.247
H 2.568 1.400 0.890
H 0.828 3.727 2.424
H 0.672 1.789 2.736
H 2.172 2.153 4.586
H 2.644 3.876 3.976
H 4.522 2.922 3.461
O 1.376 0.413 -1.027
C 0.412 -0.319 -0.818
O -0.785 -0.048 -1.388
C -1.916 -0.942 -1.371
C -2.734 -0.755 -0.109
C 0.513 -1.462 0.146
H -1.601 -1.978 -1.522
H -2.529 -0.677 -2.239
H -2.154 -0.998 0.785
H -3.622 -1.391 -0.129
H -3.048 0.290 -0.008
H 0.327 -1.098 1.160
H 1.525 -1.872 0.090
H -0.160 -2.287 -0.082
O -3.138 2.322 -2.222
C -2.476 2.711 -3.181
O -3.002 2.688 -4.427
C -2.393 3.301 -5.581
C -1.400 2.359 -6.232
C -1.045 3.123 -3.008
H -1.953 4.270 -5.326
H -3.207 3.507 -6.284
H -0.574 2.117 -5.557
H -0.986 2.805 -7.140
H -1.885 1.412 -6.492
H -0.405 2.237 -3.054
H -0.938 3.593 -2.025
H -0.711 3.862 -3.733
O 1.011 -3.868 -1.586
C 0.943 -3.483 -2.751
O 0.296 -4.227 -3.677
C -0.013 -3.779 -5.012
C 1.149 -4.035 -5.951
C 1.654 -2.239 -3.190
H -0.334 -2.733 -5.012
H -0.877 -4.366 -5.341
H 2.039 -3.475 -5.651
H 0.887 -3.749 -6.973
H 1.423 -5.095 -5.939
H 2.691 -2.484 -3.438
H 1.641 -1.524 -2.362
H 1.179 -1.736 -4.030
O -2.520 6.985 -6.625
C -3.569 7.331 -6.088
O -4.017 6.681 -4.989
C -5.118 7.126 -4.172
C -6.438 6.625 -4.724
C -4.421 8.406 -6.691
H -5.099 8.211 -4.041
H -4.957 6.693 -3.179
H -6.633 7.025 -5.723
H -7.263 6.914 -4.068
H -6.425 5.534 -4.817
H -5.074 7.967 -7.451
H -3.765 9.143 -7.162
H -5.016 8.954 -5.962
O -0.788 -3.364 1.290
C -1.137 -4.541 1.251
O -2.431 -4.875 1.463
C -2.980 -6.190 1.245
C -2.794 -7.063 2.470
C -0.129 -5.635 1.070
H -2.571 -6.642 0.337
H -4.051 -6.050 1.063
H -1.735 -7.220 2.694
H -3.265 -8.038 2.322
H -3.238 -6.586 3.350
H 0.298 -5.899 2.042
H 0.667 -5.265 0.416
H -0.528 -6.524 0.585
O 8.826 -4.532 4.521
C 8.881 -3.410 5.018
O 8.212 -2.381 4.449
C 8.046 -1.082 5.054
C 9.228 -0.186 4.741
C 9.763 -3.135 6.197
H 7.854 -1.169 6.127
H 7.142 -0.651 4.612
H 10.157 -0.587 5.155
H 9.070 0.815 5.150
H 9.372 -0.107 3.658
H 10.777 -2.920 5.848
H 9.782 -4.028 6.829
H 9.408 -2.325 6.831
O -3.548 -5.113 5.470
C -4.234 -4.232 4.959
O -5.558 -4.158 5.226
C -6.407 -3.057 4.843
C -6.935 -3.246 3.435
C -3.644 -3.285 3.958
H -5.895 -2.100 4.978
H -7.247 -3.059 5.545
H -6.124 -3.261 2.701
H -7.624 -2.440 3.172
H -7.459 -4.203 3.348
H -3.674 -3.744 2.965
H -2.603 -3.096 4.235
H -4.131 -2.313 3.933
O -8.110 -4.573 0.888
C -8.795 -3.691 0.376
O -10.120 -3.617 0.643
C -10.968 -2.516 0.260
C -11.496 -2.705 -1.148
C -8.205 -2.745 -0.625
H -10.456 -1.559 0.395
H -11.808 -2.518 0.962
H -10.685 -2.720 -1.882
H -12.186 -1.899 -1.411
H -12.020 -3.662 -1.234
H -8.235 -3.203 -1.618
H -7.164 -2.555 -0.348
H -8.693 -1.772 -0.650
```

3.
Computed, not measured: a molecular structure, C5H12O2, with ωB97M-V/def2-TZVPD.

The HOMO energy comes out at -8.63 eV. The value obtained for the HOMO-LUMO gap is 9.311 eV. The LUMO energy comes out at 0.68 eV. For the energy relative to the best compared isomer or geometry (same formula, charge and spin), the calculation gives 104.5 kcal per mole.

```
19
C5H12O2 ωB97M-V/def2-TZVPD
C 2.381 0.324 1.460
C 0.870 0.370 1.224
C 0.602 -0.258 -0.126
O 0.666 -1.595 -0.211
C -1.231 0.266 -0.552
C -1.736 -0.265 -1.887
O -2.147 0.164 0.499
H 2.749 -0.700 1.343
H 2.910 0.962 0.741
H 2.634 0.672 2.465
H 0.338 -0.218 1.978
H 0.503 1.402 1.270
H 1.029 0.322 -0.970
H -0.455 -0.869 -0.371
H -0.935 1.312 -0.624
H -1.955 -1.340 -1.834
H -2.647 0.264 -2.182
H -0.976 -0.125 -2.662
H -2.599 -0.688 0.439
```

4.
Computed, not measured: a molecular structure, C36H25N3O5PSe2Tl at a distorted geometry, with ωB97M-V/def2-TZVPD.

The HOMO energy comes out at -7.31 eV. The value obtained for the HOMO-LUMO gap is 3.471 eV. The LUMO energy comes out at -3.84 eV. For the energy relative to the best compared isomer or geometry (same formula, charge and spin), the calculation gives 72.1 kcal per mole.

```
73
C36H25N3O5PSe2Tl ωB97M-V/def2-TZVPD
Tl -0.877 -1.126 -0.707
O -3.234 -4.747 0.817
C -2.826 -3.589 0.642
O -1.583 -3.217 0.671
C -3.829 -2.470 0.458
C -5.246 -2.681 0.742
C -6.108 -1.611 0.600
C -5.650 -0.422 0.083
C -4.269 -0.316 -0.255
N -3.485 -1.353 -0.109
C -3.753 0.915 -0.972
O -4.551 1.883 -1.106
O -2.565 0.808 -1.490
H -5.494 -3.626 1.178
H -7.163 -1.698 0.918
H -6.331 0.407 -0.190
O 3.462 -0.236 5.049
C 3.440 0.796 4.479
C 3.205 2.164 4.508
C 3.797 3.055 5.436
C 3.542 4.438 5.352
C 2.717 4.961 4.375
C 2.138 4.104 3.483
C 2.403 2.703 3.474
P 1.798 1.525 2.255
C 0.249 1.013 2.961
C 0.032 -0.305 3.325
C -1.219 -0.679 3.729
C -2.308 0.215 3.947
C -2.043 1.589 3.741
C -0.755 1.969 3.238
C 1.282 2.504 0.753
C 0.047 2.383 0.090
C -0.074 3.079 -1.135
C 0.816 4.073 -1.461
C 1.980 4.243 -0.731
C 2.201 3.433 0.362
H 4.468 2.635 6.095
H 3.977 5.150 6.032
H 2.454 5.998 4.270
H 1.570 4.557 2.608
H 0.773 -1.117 3.339
H -1.386 -1.742 3.894
H -3.204 -0.155 4.424
H -2.811 2.351 3.938
H -0.503 2.988 2.941
H -0.653 1.743 0.493
H -0.851 2.684 -1.847
H 0.668 4.604 -2.391
H 2.713 5.036 -1.008
H 3.160 3.451 0.831
Se 0.106 -2.397 -4.784
Se 2.358 -3.232 -4.674
C 3.402 -1.557 -4.440
C 3.747 -0.764 -5.543
C 4.721 0.220 -5.274
C 5.212 0.340 -3.971
C 4.692 -0.412 -2.950
N 3.661 -1.314 -3.137
C -0.746 -3.926 -4.258
C -0.930 -5.118 -5.095
C -1.869 -6.117 -4.664
C -2.419 -6.051 -3.367
C -1.983 -4.983 -2.538
N -1.289 -3.956 -3.042
H 3.333 -1.045 -6.502
H 5.075 0.889 -6.070
H 6.017 1.033 -3.803
H 4.937 -0.295 -1.893
H -0.569 -5.055 -6.160
H -2.180 -6.879 -5.451
H -3.125 -6.808 -3.001
H -2.274 -4.940 -1.516
```

5.
Computed, not measured: a molecular structure, C37H42BN9O4S3Ta at a distorted geometry, with ωB97M-V/def2-TZVPD.

The HOMO energy comes out at -9.62 eV. The value obtained for the HOMO-LUMO gap is 6.173 eV. Its total charge is +1. The LUMO energy comes out at -3.45 eV. For the energy relative to the best compared isomer or geometry (same formula, charge and spin), the calculation gives 0.0 kcal per mole.

```
97
C37H42BN9O4S3Ta ωB97M-V/def2-TZVPD
Ta -0.220 0.081 -0.079
C -1.839 -3.564 0.184
C -2.089 -2.459 -0.554
C -2.026 -1.248 0.351
C -1.741 -1.850 1.709
C -1.595 -3.186 1.569
C -1.346 -4.175 2.659
C -1.765 -1.136 3.026
C -3.430 -0.619 0.301
C -2.811 -2.483 -1.868
C -1.965 -4.985 -0.251
H -0.916 -3.702 3.541
H -0.667 -4.963 2.331
H -2.273 -4.663 2.970
H -1.790 -0.055 2.928
H -0.902 -1.391 3.643
H -2.653 -1.429 3.591
H -3.618 0.107 1.082
H -4.140 -1.440 0.434
H -3.639 -0.179 -0.675
H -2.812 -1.530 -2.385
H -3.861 -2.741 -1.701
H -2.395 -3.227 -2.546
H -2.696 -5.518 0.361
H -1.021 -5.524 -0.137
H -2.273 -5.069 -1.290
C 7.161 2.070 1.822
C 5.734 1.633 1.967
C 5.422 0.457 2.651
C 4.113 0.038 2.793
C 3.096 0.795 2.216
C 3.377 1.979 1.545
C 4.695 2.388 1.431
S 1.433 0.284 2.393
O 0.620 1.335 1.745
O 1.227 -0.087 3.753
N 0.988 -0.848 1.325
C 1.418 -2.203 1.352
C 2.047 -2.798 2.439
C 2.460 -4.112 2.280
C 2.230 -4.768 1.080
C 1.551 -4.087 0.082
N 1.148 -2.830 0.220
H 7.723 1.876 2.733
H 7.228 3.132 1.593
H 7.647 1.522 1.013
H 6.218 -0.126 3.096
H 3.885 -0.852 3.358
H 2.577 2.574 1.129
H 4.917 3.319 0.926
H 2.175 -2.285 3.378
H 2.952 -4.621 3.098
H 2.551 -5.788 0.926
H 1.315 -4.559 -0.864
B 0.236 -1.953 -3.005
N 1.517 -1.357 -2.394
C 2.772 -1.581 -2.751
C 3.620 -0.954 -1.845
C 2.766 -0.352 -0.949
N 1.485 -0.605 -1.274
N -0.703 -0.729 -3.158
C -1.341 -0.343 -4.252
C -2.158 0.739 -3.951
C -1.933 0.972 -2.613
N -1.048 0.074 -2.118
H 0.473 -2.387 -4.096
H -0.218 -2.748 -2.239
H 2.974 -2.165 -3.631
H 4.694 -0.925 -1.852
H 3.017 0.270 -0.114
H -1.177 -0.874 -5.173
H -2.802 1.287 -4.613
H -2.347 1.741 -1.989
N -6.107 5.628 -1.562
C -5.055 4.955 -1.036
C -3.931 5.648 -0.557
C -2.876 4.967 0.003
C -2.906 3.573 0.085
C -4.023 2.876 -0.374
C -5.082 3.554 -0.927
S -1.546 2.759 0.784
O -1.953 1.449 1.297
O -0.858 3.704 1.603
N -0.595 2.153 -0.404
C 0.428 2.899 -0.974
S 0.562 4.614 -1.032
C 2.049 4.429 -1.878
C 2.335 3.118 -2.043
N 1.408 2.250 -1.522
H -6.067 6.622 -1.690
H -6.892 5.141 -1.952
H -3.907 6.728 -0.612
H -2.030 5.509 0.399
H -4.074 1.803 -0.269
H -5.955 3.010 -1.262
H 2.616 5.285 -2.197
H 3.209 2.725 -2.537
```